Here is a cluster of 2 separate species, C13H18ClO6S in total from the OMol25 dataset. Energies are from wB97M-V/def2-TZVPD.

Geometry as XYZ:
```
39
Properties=species:S:1:pos:R:3:forces:R:3:mulliken_charge:R:1
C 1.996 -2.878 1.512 0.189 0.244 -0.085 -1.030
C 1.028 -2.137 0.641 -0.250 -0.203 -0.744 0.691
O 0.195 -2.632 -0.068 0.148 0.184 0.531 -0.501
O 1.178 -0.761 0.694 -0.134 -0.091 0.877 -0.374
C -0.032 -0.035 0.676 -0.052 0.396 -0.537 -0.730
C -0.771 -0.137 2.035 0.449 0.439 0.079 -0.432
S -2.568 -0.156 1.771 -0.152 -0.100 -0.351 0.171
C -3.274 -1.458 2.824 -0.009 -0.280 0.552 -1.004
C -3.564 -2.763 2.077 -0.322 0.033 0.097 0.228
C -4.254 -2.644 0.720 -0.012 -0.161 -0.075 -1.282
Cl -2.041 -3.687 1.958 0.102 0.085 -0.093 -0.099
H 1.435 -3.627 2.075 0.115 -0.034 -0.124 0.289
H 2.731 -3.379 0.875 -0.144 -0.049 0.128 0.347
H 2.518 -2.206 2.193 -0.047 -0.076 -0.095 0.317
H 0.246 1.011 0.521 0.046 -0.206 -0.055 0.383
H -0.671 -0.332 -0.164 0.088 -0.173 0.144 0.458
H -0.477 -1.004 2.629 -0.199 -0.097 -0.193 0.355
H -0.569 0.759 2.628 -0.018 -0.211 0.041 0.512
H -2.936 0.909 2.500 0.056 -0.019 0.129 0.248
H -2.553 -1.641 3.626 -0.144 0.051 -0.067 0.486
H -4.178 -1.050 3.291 0.057 0.095 -0.356 0.544
H -4.216 -3.330 2.750 0.227 -0.001 -0.067 0.333
H -3.917 -1.785 0.136 0.012 -0.065 0.046 0.352
H -4.036 -3.534 0.126 -0.076 0.099 0.126 0.397
H -5.339 -2.591 0.844 0.133 0.141 0.030 0.342
C 1.636 2.150 -3.724 -0.058 0.030 -0.101 -0.889
C 2.096 1.573 -2.607 0.001 -0.097 -0.072 0.290
C 2.905 2.330 -1.581 0.033 0.274 0.034 1.128
O 3.223 1.711 -0.578 -0.031 -0.084 0.028 -0.616
C 3.227 3.716 -1.830 0.065 -0.071 0.137 -1.137
C 2.780 4.296 -2.956 0.067 0.108 0.039 0.373
C 1.942 3.548 -3.969 -0.087 -0.231 -0.024 1.032
O 1.568 4.172 -4.941 0.026 0.088 -0.012 -0.600
O 3.016 5.555 -3.275 -0.004 -0.051 0.037 -0.557
O 1.882 0.302 -2.283 -0.076 -0.001 -0.002 -0.585
H 1.053 1.617 -4.462 0.006 -0.012 0.007 0.452
H 3.819 4.245 -1.097 0.005 0.022 -0.022 0.435
H 2.578 5.713 -4.134 -0.027 -0.019 -0.035 0.376
H 2.348 0.161 -1.434 0.017 0.044 0.047 0.295
```
Forces are in eV/Å.

Properties
* highest occupied orbital energy: -11.6 eV
* electronic energy: -49407.731 eV
* orbital gap: 7.790 eV
* total charge: +1

=====

Here is an isolated molecule of C13H18N2O5 at a distorted geometry from the OMol25 dataset. Energies are from wB97M-V/def2-TZVPD.

Geometry as XYZ:
```
38
Properties=species:S:1:pos:R:3:forces:R:3:mulliken_charge:R:1
C -3.569 -3.089 -0.980 3.545 2.456 1.355 -1.300
C -2.917 -1.607 -0.607 -0.058 -2.171 -2.216 -0.087
O -3.951 -0.642 -0.471 1.571 0.764 -0.229 -0.594
C -1.964 -1.568 0.584 1.243 -2.456 1.355 0.428
N -2.817 -1.735 1.803 2.284 0.760 0.145 -0.723
C -0.846 -0.423 0.460 -1.303 -3.045 -4.730 0.040
O -0.245 -0.493 -0.662 -1.839 0.718 3.333 -0.550
N -0.653 0.557 1.319 0.514 4.586 0.118 -0.223
C -0.245 1.879 0.676 0.193 -2.043 -2.600 -0.031
C 1.100 1.934 0.001 0.855 1.542 -2.787 -1.319
C 2.021 0.803 -0.058 -0.917 1.591 3.252 0.778
C 2.785 0.535 1.019 1.545 2.132 3.918 -0.454
C 3.799 -0.370 0.977 2.699 -1.281 -0.149 -0.727
C 4.107 -1.060 -0.208 -1.377 -1.610 -0.407 0.490
O 5.100 -2.100 0.000 -1.917 2.700 0.712 -0.503
C 3.203 -0.837 -1.355 2.345 -1.465 3.380 -0.909
C 2.240 0.104 -1.126 -1.206 -0.463 -7.988 0.367
C -1.302 2.559 -0.239 0.400 -0.486 1.384 0.303
O -2.453 2.316 -0.048 -1.438 -0.322 -0.472 -0.603
O -0.905 3.641 -0.953 -0.695 -0.327 0.597 -0.462
H -4.344 -2.916 -1.677 -0.559 0.021 -0.971 0.389
H -2.652 -3.646 -1.363 -1.634 0.261 0.381 0.302
H -3.964 -3.464 -0.064 -0.213 -0.723 0.528 0.367
H -2.288 -1.382 -1.501 -0.491 0.088 0.469 0.370
H -3.371 0.136 -0.638 -1.462 0.223 0.287 0.311
H -1.275 -2.539 0.533 -1.468 1.898 -0.020 0.283
H -2.150 -1.629 2.582 -0.578 -0.447 -0.045 0.305
H -3.402 -0.920 1.889 -0.568 0.274 -0.222 0.273
H -1.214 0.869 2.117 -0.281 -1.594 -0.516 0.402
H -0.261 2.589 1.413 0.195 1.547 2.422 0.702
H 1.059 2.284 -1.130 -0.449 -0.393 2.425 0.369
H 1.692 2.667 0.526 -0.012 0.788 -0.011 0.502
H 2.812 1.266 1.955 -0.577 -1.748 -1.866 0.148
H 4.540 -0.530 1.806 -1.094 0.232 -0.672 0.315
H 5.318 -2.546 -0.789 0.194 -0.617 -1.656 0.294
H 3.080 -1.529 -2.163 0.613 0.047 -0.602 0.364
H 1.630 0.451 -2.123 1.218 -1.234 2.547 0.001
H -1.756 4.138 -1.012 0.722 -0.202 -0.450 0.380
```
Forces are in eV/Å.

Properties
* highest occupied orbital energy: -8.4 eV
* energy above the lowest of the compared OMol25 structures with the same formula, charge and spin: 4.6101 eV
* electronic energy: -26987.615 eV
* orbital gap: 8.628 eV
* SMILES string: C[C@@H](O)[C@H](N)C(=O)N[C@@H](Cc1ccc(O)cc1)C(=O)O
* total charge: 0

=====

Here is an isolated molecule of C13H18N4S2 at a distorted geometry from the OMol25 dataset. Energies are from wB97M-V/def2-TZVPD.

Geometry as XYZ:
```
37
Properties=species:S:1:pos:R:3:forces:R:3:mulliken_charge:R:1
C -0.358 -2.857 -2.578 -0.831 -0.235 1.064 -0.856
S -1.411 -1.760 -3.557 0.096 -0.358 -0.074 -0.165
C -0.178 -0.525 -4.052 0.361 0.810 0.615 -0.550
C -0.848 0.875 -4.302 -0.111 -1.294 0.835 -1.064
C -1.874 1.281 -3.238 -0.734 1.183 0.456 0.205
N -2.332 2.695 -3.454 0.129 -0.842 -0.718 -0.744
C -1.341 1.209 -1.826 0.716 -1.232 0.780 0.300
N -0.713 2.140 -1.186 -0.141 0.958 0.343 -0.667
N -0.500 1.706 0.102 1.112 2.138 1.186 -0.326
C -0.960 0.526 0.270 0.256 -0.409 -1.195 0.446
S -0.896 -0.547 1.703 -0.300 -0.067 -0.813 -0.156
C -0.393 0.521 3.098 0.584 0.433 -0.501 -1.057
C 0.871 0.054 3.746 1.040 -1.325 0.452 0.653
C 2.070 0.773 3.624 -0.303 -0.706 0.606 -0.391
C 3.240 0.335 4.302 -0.807 0.390 -0.785 -0.519
C 3.252 -0.863 4.988 -1.252 -0.530 -0.185 -0.392
C 2.063 -1.668 5.026 0.873 1.802 -0.328 -0.540
C 0.878 -1.194 4.449 1.625 1.045 -0.081 -0.389
N -1.420 0.151 -0.967 -1.631 -2.664 0.123 -0.018
H 0.422 -3.297 -3.176 0.263 -0.172 -0.185 0.329
H -1.016 -3.677 -2.158 0.769 0.929 -0.494 0.307
H 0.082 -2.278 -1.737 -0.178 -0.457 -0.457 0.264
H 0.329 -0.864 -4.963 -0.092 0.121 0.176 0.503
H 0.611 -0.445 -3.241 -0.986 -0.055 -0.760 0.314
H -1.358 0.874 -5.257 0.090 0.202 -0.268 0.310
H -0.057 1.588 -4.251 0.606 0.711 -0.427 0.353
H -2.748 0.618 -3.349 0.268 0.337 0.279 0.347
H -1.581 3.341 -3.232 -0.125 -0.156 0.137 0.298
H -3.154 2.958 -2.905 0.526 -0.418 -0.078 0.280
H -1.190 0.529 3.828 -0.387 0.096 -0.017 0.438
H -0.216 1.511 2.688 -0.336 0.160 -0.032 0.478
H 2.058 1.669 3.005 0.188 -0.090 0.272 0.353
H 4.122 0.959 4.225 0.053 -0.134 0.096 0.349
H 4.155 -1.201 5.492 -0.206 0.022 -0.118 0.358
H 2.161 -2.590 5.561 -0.450 -0.476 0.116 0.379
H -0.016 -1.765 4.537 -0.606 -0.355 -0.011 0.392
H -1.752 -0.784 -1.216 -0.082 0.638 -0.012 0.177
```
Forces are in eV/Å.

Properties
* highest occupied orbital energy: -8.5 eV
* energy above the lowest of the compared OMol25 structures with the same formula, charge and spin: 1.8224 eV
* electronic energy: -41403.285 eV
* orbital gap: 9.009 eV
* SMILES string: CSCC[C@H](N)c1nnc(SCc2ccccc2)[nH]1
* total charge: 0

=====

Here is a structure of composition C13H18N6O9RuS from the OMol25 dataset. Energies are from wB97M-V/def2-TZVPD.

Geometry as XYZ:
```
48
Properties=species:S:1:pos:R:3:forces:R:3:lowdin_spin:R:1
Ru 1.897 0.256 0.229 0.091 -0.345 0.418 0.832
N 2.259 -0.338 2.193 -0.046 -0.079 -0.052 -0.001
C 3.572 0.214 2.599 0.065 -0.011 -0.001 0.001
C 4.473 0.398 1.373 -0.119 0.162 -0.064 0.005
O 5.631 0.679 1.475 0.020 -0.071 0.047 0.008
O 3.845 0.229 0.212 0.099 -0.008 0.001 0.047
H 1.503 -0.059 2.811 0.038 0.008 0.026 0.002
H 2.282 -1.355 2.192 -0.010 0.008 0.020 0.000
H 4.074 -0.416 3.331 0.006 -0.019 -0.020 0.000
H 3.419 1.192 3.052 0.021 0.025 -0.028 0.000
N 2.187 0.994 -1.769 -0.054 -0.010 0.016 0.007
N 2.293 2.398 -1.812 -0.006 -0.002 -0.048 0.000
C 2.142 3.153 -0.717 -0.024 0.028 -0.011 -0.001
N 2.218 4.472 -0.871 0.017 0.001 0.039 0.000
S 1.855 2.487 0.816 -0.049 0.060 0.051 -0.004
H 3.056 0.594 -2.117 -0.011 -0.059 0.011 0.001
H 1.377 0.708 -2.315 0.029 0.044 -0.054 0.002
H 2.487 2.818 -2.709 -0.023 -0.018 -0.005 0.000
H 2.385 4.913 -1.760 -0.003 -0.003 -0.006 0.000
H 2.138 5.063 -0.061 -0.002 -0.001 -0.003 0.000
C 1.842 -4.112 -0.776 0.056 0.010 -0.025 0.000
C 1.423 -2.680 -0.819 -0.057 0.016 0.020 0.000
C 0.218 -2.327 -1.622 0.024 -0.021 -0.013 0.000
O 2.086 -1.845 -0.207 0.032 0.014 0.003 -0.002
H 0.982 -4.779 -0.806 -0.008 0.004 0.011 0.000
H 2.463 -4.309 0.094 -0.001 0.001 0.003 0.000
H 2.437 -4.307 -1.673 -0.018 -0.016 -0.003 0.000
H -0.660 -2.700 -1.087 -0.002 -0.001 -0.001 0.000
H 0.241 -2.841 -2.583 0.003 -0.006 0.005 0.000
H 0.114 -1.253 -1.753 0.010 0.003 -0.030 0.000
O -0.288 0.934 -0.854 -0.285 0.059 -0.128 0.056
C -0.828 0.277 0.059 0.063 0.059 0.012 0.009
O -0.112 -0.360 0.895 0.149 0.187 -0.198 0.037
C -2.312 0.211 0.181 0.008 -0.015 0.011 0.002
C -2.898 -0.524 1.203 -0.002 0.004 -0.005 0.000
C -4.276 -0.565 1.283 -0.001 0.036 0.006 0.000
C -5.096 0.097 0.390 0.003 -0.003 0.001 0.000
C -4.475 0.819 -0.610 0.032 -0.012 0.018 0.000
C -3.102 0.892 -0.736 -0.038 0.005 -0.001 0.001
N -5.316 1.543 -1.590 0.023 -0.029 0.003 0.000
O -4.740 2.156 -2.462 -0.001 0.021 -0.015 0.000
O -6.515 1.466 -1.451 -0.031 0.012 -0.002 0.000
N -4.899 -1.352 2.370 0.010 -0.103 -0.085 0.000
O -4.151 -1.906 3.147 0.016 0.021 0.041 0.000
O -6.107 -1.403 2.393 -0.032 0.043 0.031 0.000
H -2.296 -1.054 1.926 -0.001 -0.001 0.003 0.000
H -6.172 0.051 0.470 0.003 0.002 0.001 0.000
H -2.656 1.471 -1.530 0.007 -0.001 0.000 0.000
```
Forces are in eV/Å.

Properties
* highest occupied orbital energy (alpha / beta): -12.2 / -12.0 eV
* energy above the lowest of the compared OMol25 structures with the same formula, charge and spin: 0.5577 eV
* electronic energy: -54549.145 eV
* 2S+1: 2
* orbital gap (alpha / beta): 9.104 / 8.095 eV
* total charge: +1
* <S²>: 0.75

=====

Here is a structure of composition C13H19Al2Be2ClF7NO8S2 at a distorted geometry from the OMol25 dataset. Energies are from wB97M-V/def2-TZVPD.

Geometry as XYZ:
```
55
Properties=species:S:1:pos:R:3:forces:R:3:mulliken_charge:R:1
O 2.261 -0.451 -1.713 -2.130 1.875 -2.213 -0.448
S 2.077 0.233 -3.031 9.882 -0.884 0.113 1.104
O 2.474 -0.673 -4.149 -2.243 2.271 1.960 -0.341
O 3.069 1.528 -3.056 -4.865 -3.463 -0.114 -0.567
S 0.139 1.026 -3.296 -1.819 1.912 -0.338 0.058
H -0.872 0.086 -2.985 -0.012 0.276 -0.139 0.468
C 0.003 -2.560 1.982 -0.031 -0.783 0.184 -0.507
C -0.229 -1.099 2.222 0.158 0.327 -0.252 0.372
O -0.060 -0.533 0.940 -0.392 -0.393 0.439 -0.242
C -0.423 -1.512 0.059 -0.075 -0.231 -1.726 0.365
O -0.665 -1.330 -1.090 0.564 -0.126 0.901 -0.324
O -0.481 -2.731 0.661 -0.023 0.574 0.084 -0.269
F 0.720 -0.582 3.056 0.074 0.251 0.280 -0.315
H 1.063 -2.830 2.017 0.035 0.286 -0.046 0.346
H -0.545 -3.191 2.685 -0.181 -0.009 -0.234 0.331
H -1.226 -0.858 2.602 0.163 0.110 0.150 0.339
C -5.065 -0.756 -1.978 0.085 0.134 0.213 -1.505
C -3.691 -0.983 -2.546 0.160 -0.595 -0.618 0.857
O -2.717 -0.315 -2.190 0.140 0.718 -0.325 -0.616
N -3.539 -1.955 -3.477 -0.090 0.738 0.625 -0.087
C -4.548 -2.840 -4.023 0.315 -0.159 -0.222 -0.897
H -5.024 0.052 -1.248 0.094 -0.078 -0.103 0.294
H -5.756 -0.470 -2.772 -0.061 -0.156 0.075 0.414
H -5.417 -1.658 -1.476 -0.134 0.040 -0.137 0.397
H -2.589 -2.049 -3.810 -0.062 -0.159 -0.050 0.197
H -4.250 -3.870 -3.816 -0.205 -0.023 -0.089 0.308
H -4.587 -2.692 -5.104 -0.172 -0.147 0.038 0.307
H -5.531 -2.656 -3.597 0.147 0.055 0.014 0.359
F -0.048 2.145 6.587 0.403 0.039 -0.299 -0.227
C 0.871 2.764 5.862 0.225 0.551 0.923 0.293
C 1.521 3.860 6.386 -0.848 0.586 0.374 -0.385
C 2.492 4.499 5.619 -1.133 -0.726 0.068 -0.399
C 2.789 4.040 4.319 0.033 0.445 -1.272 -0.330
C 2.122 2.938 3.804 0.371 -0.296 0.345 -0.462
C 1.162 2.289 4.574 0.246 -0.097 -0.644 -0.125
H 1.275 4.208 7.382 -0.057 -0.012 -0.058 0.488
H 3.024 5.362 6.024 1.583 0.401 1.009 0.606
H 3.541 4.547 3.724 -0.238 0.115 -0.023 0.449
H 2.347 2.584 2.805 0.030 -0.001 0.117 0.468
H 0.637 1.422 4.192 -0.098 0.111 -0.042 0.534
Be -0.245 3.057 -4.533 0.970 -1.146 2.290 0.578
F 0.028 5.221 -2.946 2.788 -0.048 -2.018 -0.541
C 1.485 -3.640 4.796 0.457 2.101 -1.062 -0.393
O 0.831 -4.321 3.890 0.385 -0.116 0.979 -0.198
H 2.453 -3.200 4.493 0.446 -0.907 -0.403 0.330
H 0.965 -2.768 5.241 -0.982 -0.546 0.409 0.254
H 1.784 -4.197 5.717 -0.181 -0.724 0.266 0.370
Be 1.764 5.828 -3.661 -3.283 -1.855 1.756 0.381
Cl 2.974 7.224 6.210 -0.467 -1.082 -0.472 0.023
Al 1.813 6.852 -5.901 0.214 0.574 -0.924 0.640
F 2.326 -4.360 -6.009 -0.368 1.320 -0.938 -0.399
Al 1.965 -3.011 -7.092 0.002 -0.144 -0.143 0.850
F 1.620 -3.626 -8.709 0.330 0.664 1.641 -0.372
F 3.355 -1.920 -7.158 -1.335 -0.918 0.101 -0.397
F 0.556 -2.127 -6.481 1.189 -0.652 -0.445 -0.434
```
Forces are in eV/Å.

Properties
* highest occupied orbital energy: -12.9 eV
* energy above the lowest of the compared OMol25 structures with the same formula, charge and spin: 0.0000 eV
* electronic energy: -98840.446 eV
* orbital gap: 1.257 eV
* total charge: +2

=====

Here is a structure of composition C13H19AlF3O2Si at a distorted geometry from the OMol25 dataset. Energies are from wB97M-V/def2-TZVPD.

Geometry as XYZ:
```
39
Properties=species:S:1:pos:R:3:forces:R:3:mulliken_charge:R:1
C 1.730 2.979 0.147 0.903 0.039 0.281 -1.087
Si 0.944 1.221 -0.106 0.038 0.385 1.234 0.227
C 0.027 0.845 1.569 0.323 -0.258 0.323 -0.505
C -0.220 1.119 -1.622 -0.670 0.385 -1.118 -0.554
C -1.447 0.095 -1.392 0.326 0.369 -0.699 -0.636
C -2.833 0.784 -1.009 0.023 -0.369 0.424 1.031
F -3.571 0.965 -2.252 1.185 -0.016 2.063 -0.366
F -2.681 2.100 -0.427 -0.053 -2.324 -1.528 -0.321
C -3.749 -0.056 -0.003 -2.451 1.716 0.225 -0.235
C -3.971 -1.642 -0.243 -2.276 -0.214 0.583 -0.331
O -4.381 -2.197 1.052 2.578 0.898 -0.418 -0.562
Al -3.098 -1.361 2.156 -0.378 -0.257 -1.903 0.709
F -1.445 -2.023 1.508 -1.909 0.994 0.808 -0.529
O -3.580 0.307 1.396 1.934 -2.349 -1.251 -0.648
C 2.425 -0.008 -0.160 2.760 -1.825 -0.399 0.326
C 3.848 0.559 -0.415 0.322 -4.245 0.545 -0.342
C 5.082 -0.403 -0.421 -4.019 -1.119 0.812 -0.437
C 4.844 -1.913 -0.159 -2.084 2.333 -0.223 -0.355
C 3.407 -2.480 0.075 0.634 3.515 -0.419 -0.530
C 2.190 -1.520 0.078 4.119 0.718 -0.520 -0.112
H 2.515 2.837 0.987 -1.235 0.297 -1.227 0.272
H 2.314 3.337 -0.773 -0.972 -0.229 1.252 0.296
H 0.974 3.751 0.517 1.012 -1.019 -0.735 0.281
H 0.630 0.044 2.145 -1.115 1.158 -0.943 0.309
H 0.027 1.787 2.225 -0.226 -1.278 -0.998 0.339
H -1.030 0.467 1.377 1.364 0.629 0.562 -0.105
H -0.621 2.186 -1.828 0.504 -1.662 0.381 0.332
H 0.313 0.818 -2.604 -0.614 0.439 1.689 0.351
H -1.149 -0.680 -0.608 -0.734 0.981 -0.936 0.041
H -1.607 -0.444 -2.401 -0.036 0.723 1.796 0.351
H -4.810 0.364 -0.207 1.598 -0.482 -0.148 0.350
H -4.980 -1.696 -0.809 1.967 0.013 0.088 0.299
H -3.168 -2.256 -0.773 -0.740 0.983 0.773 0.181
H -3.323 -1.461 3.742 0.258 -0.007 -0.308 -0.395
H 4.071 1.661 -0.594 -0.677 -1.672 0.316 0.180
H 6.116 0.050 -0.580 -1.550 -0.956 0.244 0.290
H 5.784 -2.576 -0.156 -1.850 0.931 0.052 0.257
H 3.262 -3.596 0.283 0.274 1.889 -0.388 0.314
H 1.160 -1.961 0.286 1.469 0.884 -0.289 0.315
```
Forces are in eV/Å.

Properties
* highest occupied orbital energy: -5.6 eV
* energy above the lowest of the compared OMol25 structures with the same formula, charge and spin: 0.0000 eV
* electronic energy: -40513.069 eV
* orbital gap: 8.360 eV
* total charge: -1

=====

> electronic energy of number 3 (C13H18N4S2)?

-41403.285 eV

=====

> Which formula does entry 3 have?

C13H18N4S2